1.
CH12O6 | the ωB97M-V functional and the def2-TZVPD basis

Values from the calculation:
Net charge   0
HOMO   -10.4339 eV
SMILES string   C=O.O.O.O.O.O
Kohn-Sham gap   10.874 eV
Energy above the lowest of the compared OMol25 structures with the same formula, charge and spin   22.37 kcal/mol

CARTESIAN COORDINATES (ANGSTROEM)
H -2.136 -2.400 0.468
O -1.523 -0.961 2.219
O -1.667 -2.046 -0.293
H -0.579 -1.108 2.077
H -0.984 2.086 0.637
H -1.549 -0.288 2.901
H 2.564 1.777 0.474
O 1.196 -2.016 0.239
H 0.313 -2.150 -0.117
H -0.637 1.550 -2.954
O -0.726 1.248 1.065
H -1.497 -1.156 0.051
O 1.143 0.900 -2.491
H -0.485 0.197 -1.581
H 0.225 1.402 1.144
C -0.055 0.875 -2.334
O 2.071 2.265 -0.184
H 2.320 1.864 -1.035
H 2.006 -2.040 -0.285

Charges obtained by Mulliken population analysis, quoted in units of e:
1. H 0.333
2. O -0.640
3. O -0.708
4. H 0.322
5. H 0.288
6. H 0.283
7. H 0.314
8. O -0.634
9. H 0.384
10. H 0.302
11. O -0.575
12. H 0.322
13. O -0.450
14. H 0.054
15. H 0.315
16. C 0.098
17. O -0.631
18. H 0.337
19. H 0.285



2.
CH12O6 | the ωB97M-V functional and the def2-TZVPD basis

Values from the calculation:
Net charge   0
HOMO   -9.7515 eV
SMILES string   C=O.O.O.O.O.O
Kohn-Sham gap   10.355 eV
Energy above the lowest of the compared OMol25 structures with the same formula, charge and spin   4.19 kcal/mol

CARTESIAN COORDINATES (ANGSTROEM)
O 2.722 -0.125 0.560
H -1.331 0.433 2.979
O 1.254 1.102 -1.720
O -2.387 -1.155 0.110
H 2.144 1.089 -2.078
H -0.954 1.095 1.549
H 0.051 1.847 -0.484
H 0.023 2.880 0.675
H 0.897 0.218 -1.809
H -1.071 -1.090 -1.497
C 2.144 -1.130 0.858
O -1.090 0.276 2.064
H -1.910 -0.559 0.734
O -0.201 -1.203 -1.890
H 1.157 -1.303 0.425
H -0.186 -2.102 -2.268
H 2.574 -1.813 1.603
H -3.278 -0.771 0.028
O -0.557 2.311 0.160

Charges obtained by Mulliken population analysis, quoted in units of e:
1. O -0.363
2. H 0.288
3. O -0.686
4. O -0.692
5. H 0.323
6. H 0.423
7. H 0.405
8. H 0.330
9. H 0.357
10. H 0.305
11. C -0.066
12. O -0.694
13. H 0.397
14. O -0.667
15. H 0.171
16. H 0.298
17. H 0.287
18. H 0.320
19. O -0.733



3.
CH13N7 | the ωB97M-V functional and the def2-TZVPD basis

Values from the calculation:
Net charge   0
HOMO   -6.0499 eV
Kohn-Sham gap   6.590 eV

CARTESIAN COORDINATES (ANGSTROEM)
H -0.940 2.146 -2.152
H 1.818 1.561 0.810
H -1.218 -1.395 -1.102
H -1.254 2.769 -0.042
N 0.653 -0.385 1.951
H 2.283 -0.812 0.729
H -0.348 -0.511 1.791
C 1.279 -0.395 0.632
N -1.674 1.604 -1.697
H 0.975 -1.190 2.476
H -0.670 1.126 0.002
H -1.352 0.602 -1.741
H -0.057 -2.780 0.620
N -1.456 1.797 -0.268
N 0.605 -1.190 -0.403
H 0.630 -3.127 -0.821
H 1.773 1.021 -0.749
N 1.295 0.998 0.148
N 0.747 -2.568 0.017
N -0.792 -0.767 -0.422
H -2.296 1.496 0.221

Charges obtained by Mulliken population analysis, quoted in units of e:
1. H 0.275
2. H 0.229
3. H 0.180
4. H 0.365
5. N -0.624
6. H 0.499
7. H 0.379
8. C -0.541
9. N -0.627
10. H 0.288
11. H 0.264
12. H 0.393
13. H 0.257
14. N -0.064
15. N 0.175
16. H 0.263
17. H 0.229
18. N -0.501
19. N -0.686
20. N -1.137
21. H 0.382



4.
CH13O6 | the ωB97M-V functional and the def2-TZVPD basis

Values from the calculation:
Net charge   -1
HOMO   -4.7819 eV
Kohn-Sham gap   8.473 eV
Energy above the lowest of the compared OMol25 structures with the same formula, charge and spin   7.56 kcal/mol

CARTESIAN COORDINATES (ANGSTROEM)
O -1.444 -0.965 -2.643
H -0.679 -1.111 -2.037
H 2.634 0.677 -1.534
C 0.268 -1.459 0.780
H -1.143 -0.397 -3.353
H -3.100 1.327 1.181
H -2.494 2.563 1.676
O 2.111 0.825 -0.744
H 1.379 0.085 -0.737
H 3.658 0.760 2.076
O 0.295 -0.923 -0.499
O 4.109 0.830 1.231
H -0.394 -0.905 1.480
O -2.375 0.061 -0.112
H 1.241 -1.397 1.298
H 3.397 0.888 0.562
H -1.415 -0.154 -0.140
H -2.628 -0.304 -0.971
O -3.343 2.101 1.725
H -0.078 -2.503 0.759

Charges obtained by Mulliken population analysis, quoted in units of e:
1. O -0.691
2. H 0.396
3. H 0.276
4. C -0.708
5. H 0.279
6. H 0.407
7. H 0.295
8. O -0.816
9. H 0.435
10. H 0.290
11. O -0.916
12. O -0.669
13. H 0.253
14. O -0.746
15. H 0.209
16. H 0.419
17. H 0.451
18. H 0.299
19. O -0.668
20. H 0.207



5.
CH14N2O4 | the ωB97M-V functional and the def2-TZVPD basis

Values from the calculation:
Net charge   0
HOMO   -8.9995 eV
SMILES string   NCN.O.O.O.O
Kohn-Sham gap   9.558 eV
Energy above the lowest of the compared OMol25 structures with the same formula, charge and spin   18.63 kcal/mol

CARTESIAN COORDINATES (ANGSTROEM)
N -1.341 1.960 -0.817
H -0.667 2.992 0.761
H -1.388 -1.585 -1.597
H 0.461 1.978 0.137
O 0.903 0.804 -2.380
H -1.367 -0.933 -0.238
H 0.681 -2.247 -0.160
C -0.582 1.936 0.469
H 2.417 -1.239 2.733
H 0.900 0.654 -3.330
N -0.856 0.753 1.250
H 1.162 -1.491 1.814
H -2.308 1.753 -0.632
H -1.445 0.920 2.053
H 1.710 1.274 -2.178
O 1.208 -2.922 0.308
H -0.907 1.279 -1.431
H 0.020 0.366 1.591
H 0.711 -3.725 0.124
O 1.716 -0.818 2.233
O -1.029 -1.711 -0.711

Charges obtained by Mulliken population analysis, quoted in units of e:
1. N -0.573
2. H 0.331
3. H 0.295
4. H 0.264
5. O -0.583
6. H 0.339
7. H 0.436
8. C -0.402
9. H 0.295
10. H 0.279
11. N -0.478
12. H 0.327
13. H 0.256
14. H 0.194
15. H 0.282
16. O -0.688
17. H 0.231
18. H 0.263
19. H 0.295
20. O -0.676
21. O -0.685



6.
CH14NO4 | the ωB97M-V functional and the def2-TZVPD basis

Values from the calculation:
Net charge   +1
HOMO   -14.6887 eV
Kohn-Sham gap   11.832 eV
Energy above the lowest of the compared OMol25 structures with the same formula, charge and spin   22.55 kcal/mol

CARTESIAN COORDINATES (ANGSTROEM)
O -0.283 -1.277 -1.846
N -0.402 -1.052 0.883
H 0.285 -0.998 -2.586
H 1.044 -0.869 2.447
H -0.218 -0.060 0.766
H -0.271 3.549 0.834
H 0.884 -0.054 -5.238
H -1.272 1.795 3.112
H 0.473 -2.511 2.147
H -1.274 -1.141 1.404
H 0.869 3.833 1.685
H -0.408 -1.531 -0.031
O 0.080 -0.376 -4.785
H 1.466 -1.952 0.900
O 0.550 3.122 1.116
H -0.634 -2.135 -2.119
C 0.802 -1.583 1.675
H -0.203 1.656 2.049
O -0.982 1.199 2.421
H -0.504 0.385 -4.833

Charges obtained by Mulliken population analysis, quoted in units of e:
1. O -0.699
2. N -0.175
3. H 0.331
4. H 0.342
5. H 0.268
6. H 0.352
7. H 0.333
8. H 0.303
9. H 0.363
10. H 0.353
11. H 0.337
12. H 0.338
13. O -0.652
14. H 0.303
15. O -0.711
16. H 0.317
17. C -0.755
18. H 0.386
19. O -0.664
20. H 0.329



7.
CH14O5S | the ωB97M-V functional and the def2-TZVPD basis

Values from the calculation:
Net charge   0
HOMO   -9.3036 eV
SMILES string   CS.O.O.O.O.O
Kohn-Sham gap   9.435 eV
Energy above the lowest of the compared OMol25 structures with the same formula, charge and spin   18.44 kcal/mol

CARTESIAN COORDINATES (ANGSTROEM)
H 1.538 2.243 0.095
H -3.066 -0.466 1.206
O 1.821 -2.714 -2.852
H -2.912 -1.816 2.334
H 2.610 -2.556 -2.331
H 2.324 1.121 -0.237
H 0.668 -0.489 -1.875
H -1.448 -1.118 1.575
H 1.743 -0.474 1.697
H -0.365 0.427 -1.320
O -0.315 2.478 -2.529
O 1.377 0.365 1.993
H 0.307 2.513 -1.791
S -2.248 0.185 3.428
O 0.178 -0.334 -1.059
H 0.424 0.299 1.886
C -2.436 -0.911 1.971
O 1.937 1.875 -0.711
H 1.047 -2.476 -2.337
H 0.132 2.072 -3.275
H -3.316 -0.224 4.131

Charges obtained by Mulliken population analysis, quoted in units of e:
1. H 0.339
2. H 0.271
3. O -0.647
4. H 0.289
5. H 0.324
6. H 0.310
7. H 0.267
8. H 0.145
9. H 0.320
10. H 0.325
11. O -0.658
12. O -0.628
13. H 0.341
14. S -0.197
15. O -0.555
16. H 0.272
17. C -0.629
18. O -0.641
19. H 0.316
20. H 0.313
21. H 0.123



8.
CH14O6 | the ωB97M-V functional and the def2-TZVPD basis

Values from the calculation:
Net charge   0
HOMO   -11.0988 eV
SMILES string   CO.O.O.O.O.O
Kohn-Sham gap   11.418 eV
Energy above the lowest of the compared OMol25 structures with the same formula, charge and spin   31.55 kcal/mol

CARTESIAN COORDINATES (ANGSTROEM)
C 0.294 -1.132 1.392
H -0.789 1.438 1.931
H 0.374 -2.166 1.027
H -2.265 0.999 -0.889
H 0.782 2.144 2.079
O 1.450 1.495 2.288
H -3.413 1.209 -1.834
H -0.699 -0.938 1.798
H -1.888 -2.273 -1.419
H -1.502 -1.728 -2.830
H 1.424 0.918 1.504
H 0.352 -0.792 -0.466
O 0.556 -0.186 0.259
H -2.324 1.278 2.170
H 3.499 -0.346 -2.907
H 1.141 -0.913 2.014
H 4.559 0.180 -1.864
O 3.882 0.422 -2.502
O -2.642 0.668 -1.713
O -1.172 -2.196 -2.065
O -1.618 1.919 2.027

Charges obtained by Mulliken population analysis, quoted in units of e:
1. C -0.731
2. H 0.317
3. H 0.394
4. H 0.323
5. H 0.291
6. O -0.660
7. H 0.300
8. H 0.168
9. H 0.317
10. H 0.303
11. H 0.468
12. H 0.304
13. O -0.603
14. H 0.312
15. H 0.313
16. H 0.364
17. H 0.317
18. O -0.629
19. O -0.590
20. O -0.633
21. O -0.642



9.
CH14O7 | the ωB97M-V functional and the def2-TZVPD basis

Values from the calculation:
Net charge   0
HOMO   -10.2743 eV
Kohn-Sham gap   3.468 eV
Energy above the lowest of the compared OMol25 structures with the same formula, charge and spin   208.30 kcal/mol

CARTESIAN COORDINATES (ANGSTROEM)
O -0.883 -0.886 2.169
O 1.056 2.516 1.120
H -0.944 1.180 -0.759
H 0.526 2.380 0.297
O -0.340 1.568 -1.452
H 0.337 0.877 -1.513
O 1.402 -0.526 -1.795
H -2.382 -0.269 -0.587
O 2.505 -0.393 0.242
H 0.092 -2.370 1.084
H 1.977 -0.503 -0.856
H -2.994 1.291 -0.017
O -2.280 0.685 0.311
H 0.512 -0.649 0.729
H 1.059 -1.376 2.254
H -1.550 -0.633 1.502
O -2.257 -1.026 -1.303
H 1.518 1.680 1.159
H 3.435 -0.095 0.159
H 1.441 -1.437 -2.093
C 0.266 -1.377 1.512
H -2.497 -0.638 -2.163

Charges obtained by Mulliken population analysis, quoted in units of e:
1. O -0.401
2. O -0.648
3. H 0.401
4. H 0.381
5. O -0.663
6. H 0.403
7. O -0.663
8. H 0.447
9. O -0.582
10. H 0.283
11. H 0.380
12. H 0.284
13. O -0.792
14. H -0.059
15. H 0.306
16. H 0.421
17. O -0.581
18. H 0.331
19. H 0.274
20. H 0.298
21. C -0.138
22. H 0.316



10.
CH16O6 | the ωB97M-V functional and the def2-TZVPD basis

Values from the calculation:
Net charge   0
HOMO   -10.7740 eV
SMILES string   C.O.O.O.O.O.O
Kohn-Sham gap   10.976 eV
Energy above the lowest of the compared OMol25 structures with the same formula, charge and spin   57.41 kcal/mol

CARTESIAN COORDINATES (ANGSTROEM)
C 1.922 4.477 4.422
O -1.157 -0.703 -3.633
H 0.839 1.028 1.241
O 2.233 -0.763 -1.834
O 0.651 1.755 0.596
H 0.746 -1.333 1.245
H -0.401 -1.044 -3.151
H 1.535 -0.363 -1.191
H 1.477 2.309 0.527
H 1.206 3.844 4.112
H 1.174 5.211 4.123
O -4.086 -2.199 -1.277
H 2.921 4.285 4.139
H -1.844 -0.888 -3.005
H -4.265 -1.224 -0.976
O -0.131 -1.958 -0.321
H 0.174 -2.609 -0.969
H 2.019 4.607 5.573
O 0.616 -0.593 1.965
H -4.522 -2.143 -2.169
H 2.578 -0.032 -2.390
H -1.121 -2.008 -0.371
H 0.943 -0.824 2.768

Charges obtained by Mulliken population analysis, quoted in units of e:
1. C -1.070
2. O -0.623
3. H 0.388
4. O -0.661
5. O -0.676
6. H 0.380
7. H 0.332
8. H 0.351
9. H 0.320
10. H 0.284
11. H 0.295
12. O -0.670
13. H 0.262
14. H 0.311
15. H 0.343
16. O -0.646
17. H 0.321
18. H 0.232
19. O -0.694
20. H 0.327
21. H 0.312
22. H 0.293
23. H 0.291